Density functional theory data (wB97M-V/def2-TZVPD) for a gas-phase ion, H2NO3S2 (charge -1).

Structure (XYZ):
```
8
Properties=species:S:1:pos:R:3:mulliken_charge:R:1
S 2.536 1.097 -0.016 -0.52
S 0.948 0.040 0.004 1.05
O 0.760 -0.742 1.200 -0.64
O 0.802 -0.691 -1.221 -0.65
O -0.478 0.994 -0.008 -0.32
N -1.463 0.017 0.003 -0.46
H -1.625 -0.312 0.966 0.27
H -1.481 -0.405 -0.928 0.28
```

Results
Total charge: -1
Energy relative to the best compared isomer or geometry (same formula, charge and spin): 1.7549 eV
LUMO energy: 3.8 eV
Structure (SMILES): NOS(=O)(=O)[S-]
Frontier orbital gap: 8.0 eV
HOMO level: -4.199 eV
E: -1078.04665 hartree

***

Density functional theory data (wB97M-V/def2-TZVPD) for a molecular structure, C29H98BF6N2O25S2V.

Structure (XYZ):
```
164
Properties=species:S:1:pos:R:3:mulliken_charge:R:1
V -2.486 -7.226 29.373 0.83
S -4.192 -6.434 32.192 0.57
S -3.932 -4.602 30.927 0.73
F -3.283 -4.189 29.494 -0.20
F -4.024 -8.051 32.084 -0.31
F 0.802 -8.205 28.945 -0.42
F -1.120 -8.043 27.978 0.83
F -0.139 -10.061 28.009 -0.52
F 0.751 -8.392 26.726 -0.32
O -5.314 -4.272 30.680 -0.50
O -6.879 -11.448 27.408 0.28
O -10.542 -5.660 23.104 -0.42
O -11.460 -6.608 25.547 -0.71
O -0.443 -11.114 25.576 -0.67
O -5.686 -6.467 32.284 -0.51
O -7.022 -0.942 23.665 -0.66
O -3.097 -3.826 31.822 -0.55
O -3.457 -3.040 21.515 -0.40
O -3.168 -11.991 25.727 -0.55
O -0.957 -5.714 29.564 -0.25
O -8.281 -11.272 25.029 -0.62
O -9.377 -7.232 29.660 -0.02
O -2.600 -0.975 26.973 -0.65
O -5.396 -10.273 30.565 -0.47
O 1.541 -5.751 21.884 -0.61
O -1.240 -10.056 20.822 -0.55
O -8.067 -2.721 25.477 -0.55
O -3.334 -6.368 27.494 1.49
O -3.402 -6.141 33.414 -0.62
O -8.829 -9.978 28.786 -0.41
O -8.879 -3.618 28.231 -0.41
O -0.062 -1.475 25.853 -0.53
O -3.646 -9.019 29.141 -0.21
O -5.089 -4.977 20.494 -0.60
N -4.169 -6.848 26.412 0.27
N -3.521 -6.309 30.762 0.27
C -10.455 -7.117 30.531 -0.94
C -0.161 -2.276 24.710 -0.45
C -6.046 -7.552 27.927 0.63
C -5.737 -1.495 23.437 0.05
C 0.234 -5.945 22.308 -0.03
C -8.618 -3.657 24.590 0.03
C -4.055 -11.244 24.973 -0.14
C -2.261 -3.651 20.990 -0.61
C -9.971 -10.469 28.080 -0.81
C -6.641 -12.691 28.052 -0.68
C -6.173 -5.271 26.909 -0.57
C -6.412 -4.845 20.980 -0.35
C -3.619 -6.529 25.024 2.13
C -3.411 -2.057 26.542 -0.19
C -2.010 -8.872 20.902 -0.06
C -10.258 -3.324 28.440 -0.68
C -8.538 -9.952 24.743 -0.14
C -6.069 -6.825 24.156 -0.35
C -0.239 -4.998 28.542 -0.75
C -5.629 -6.728 26.713 2.13
C -10.502 -6.686 26.593 0.82
C -6.522 -9.549 30.979 -0.38
C -3.462 -9.912 28.114 0.33
C -4.586 -7.064 23.939 -1.73
C -3.354 -5.021 24.696 -0.50
C -10.247 -6.629 22.093 -0.39
C 0.016 -10.656 24.336 -0.46
C -2.279 -7.275 24.795 -0.34
C -6.437 -7.337 25.521 0.31
B 0.082 -8.725 27.894 -0.34
H -1.064 -2.000 24.164 0.27
H -0.491 -5.572 21.584 -0.02
H -7.616 -13.086 28.340 0.23
H -5.280 -1.131 22.517 0.20
H -0.320 -3.313 25.005 -0.01
H -10.011 -5.714 26.648 -0.23
H -9.421 -7.225 22.482 0.01
H 0.090 -7.000 22.543 0.24
H -9.820 -11.529 27.872 0.31
H -6.302 -5.761 24.180 -0.55
H 2.050 -5.821 22.696 0.37
H -4.446 -10.365 27.991 -0.21
H -1.689 -8.120 20.181 0.33
H -7.426 -1.335 24.442 0.35
H -11.077 -6.876 27.500 0.15
H -2.533 -4.646 25.307 0.09
H -3.072 -9.103 20.824 0.26
H -4.249 -9.453 29.749 0.16
H -5.947 -8.635 27.849 -0.64
H -10.927 -6.146 30.381 0.30
H -8.543 -4.047 29.021 0.21
H -2.283 -11.689 25.510 0.42
H -7.231 -5.285 27.173 -0.29
H -8.980 -9.063 29.037 0.10
H -2.084 -3.198 20.015 0.47
H -6.497 -9.414 32.061 0.39
H -6.976 -5.772 21.090 0.21
H -5.245 -1.169 24.353 0.21
H -8.374 -9.390 25.662 -0.20
H -3.003 -4.871 23.676 0.01
H -4.895 -10.746 25.457 -0.10
H -8.452 -4.676 24.939 -0.23
H -10.715 -2.726 27.652 0.25
H -5.692 -7.198 28.896 -0.47
H -11.121 -7.268 21.969 0.30
H -7.493 -7.074 25.587 -0.51
H -2.413 -4.727 20.902 0.06
H -10.197 -7.353 31.564 0.28
H -4.364 -6.482 23.044 0.49
H -7.505 -10.958 27.946 0.04
H -6.683 -8.618 30.436 -0.05
H -2.793 -10.689 28.486 0.64
H -6.532 -4.160 21.819 0.01
H -9.668 -3.381 24.484 0.46
H -3.108 -9.502 27.168 -0.71
H -9.580 -9.784 24.472 0.32
H -3.417 -2.092 21.369 0.19
H 0.455 -0.709 25.593 0.26
H 0.538 -11.416 23.755 0.33
H -4.413 -8.109 23.682 0.44
H -11.064 -6.413 24.694 0.36
H -1.843 -8.481 21.905 -0.18
H -10.902 -10.336 28.632 0.40
H -0.348 -9.847 20.535 0.29
H -6.022 -13.360 27.454 0.30
H -7.389 -10.193 30.831 0.36
H -4.539 -4.358 20.979 0.41
H -1.711 -1.227 26.713 0.47
H -11.208 -7.867 30.289 0.26
H -8.186 -3.506 23.601 0.16
H -1.361 -3.383 21.543 0.25
H -10.792 -4.274 28.421 0.21
H -0.764 -10.298 23.663 0.13
H -5.623 -4.704 27.660 0.04
H -4.459 -1.775 26.634 0.21
H -0.696 -4.010 28.490 0.33
H -1.525 -6.696 25.327 0.03
H -4.202 -4.344 24.806 -0.28
H -9.715 -7.430 26.467 -0.38
H -11.264 -5.108 22.796 0.24
H -3.314 -2.241 25.472 0.02
H -10.391 -2.903 29.437 0.36
H -3.243 -3.019 27.028 0.16
H -6.186 -12.526 29.029 0.07
H -9.843 -6.108 21.225 0.27
H -6.284 -8.415 25.453 -0.55
H -8.373 -2.984 26.348 0.09
H -3.468 -10.469 24.480 -0.02
H -2.211 -8.323 25.084 -0.69
H -7.752 -11.273 25.831 0.46
H 0.797 -4.969 28.880 0.45
H 0.038 -5.532 23.297 0.07
H 0.705 -9.829 24.505 0.23
H -5.457 -11.095 31.058 0.23
H -0.509 -5.431 30.365 0.19
H -7.027 -4.432 20.180 0.38
H -0.195 -10.541 26.306 0.42
H -8.785 -6.487 29.787 0.07
H -0.221 -5.459 27.554 -0.03
H -1.988 -7.325 23.746 -0.50
H 0.693 -2.286 24.032 0.44
H -7.120 -7.371 27.949 -0.45
H -6.739 -7.296 23.436 0.42
H -4.521 -11.910 24.247 0.35
H -5.798 -2.583 23.404 -0.19
H -6.072 -4.663 26.010 -0.08
H -7.919 -9.683 23.887 0.30
H -10.135 -10.027 27.097 0.20
```

Results
Total charge: -1
Energy relative to the best compared isomer or geometry (same formula, charge and spin): 0.0000 eV
LUMO energy (alpha / beta): 0.8 / 0.9 eV
Frontier orbital gap (alpha / beta): 4.8 / 4.9 eV
HOMO level (alpha / beta): -3.977 / -4.051 eV
Spin multiplicity: 4
E: -5518.51487 hartree

***

Density functional theory data (wB97M-V/def2-TZVPD) for C5H12O in the gas phase.

Structure (XYZ):
```
18
Properties=species:S:1:pos:R:3:mulliken_charge:R:1
O -1.928 -2.820 -0.177 -0.50
C -0.881 -0.715 0.168 -0.57
C 0.244 0.224 -0.267 -0.55
C 0.528 1.306 0.774 -0.38
C 1.734 2.180 0.438 -1.25
C -1.139 -1.839 -0.824 -0.50
H -0.365 1.934 0.891 0.30
H 1.159 -0.362 -0.438 0.35
H -1.941 -3.617 -0.719 0.30
H -0.005 0.693 -1.231 0.31
H 2.650 1.580 0.371 0.31
H -0.172 -2.252 -1.156 0.34
H 1.602 2.692 -0.522 0.31
H -1.646 -1.447 -1.721 0.27
H -1.807 -0.148 0.334 0.27
H -0.619 -1.179 1.127 0.31
H 0.691 0.824 1.748 0.32
H 1.893 2.945 1.205 0.36
```

Results
Energy relative to the best compared isomer or geometry (same formula, charge and spin): 0.3054 eV
LUMO energy: 1.0 eV
Structure (SMILES): CCCCCO
Frontier orbital gap: 11.3 eV
HOMO level: -10.277 eV
E: -272.93744 hartree

***

Density functional theory data (wB97M-V/def2-TZVPD) for a molecular structure, C8H16Cl2O2SiZr.

Structure (XYZ):
```
30
Properties=species:S:1:pos:R:3:mulliken_charge:R:1
Zr 4.020 -3.004 1.635 1.64
Cl -4.381 -0.540 -0.106 0.21
Cl -2.581 -0.178 -3.241 0.32
Si -0.569 0.969 -1.180 0.34
O 3.615 -0.576 2.602 -0.39
O 3.193 0.802 4.398 -0.20
C 0.806 -0.373 -1.374 -0.84
C 2.330 -0.691 1.961 -1.07
C -2.364 0.017 -1.618 -0.37
C 2.460 -1.209 0.475 0.21
C 1.007 -1.299 -0.132 -1.05
C -3.532 0.781 -0.808 0.39
C 3.719 0.691 3.377 0.01
C -4.454 1.695 -1.681 -1.24
H -2.227 -0.992 -1.201 0.42
H 1.698 -1.390 2.498 0.53
H -0.554 1.389 0.232 0.02
H -3.976 2.082 -2.565 0.45
H -4.699 2.545 -1.060 0.38
H 3.117 -0.595 -0.121 0.46
H 0.319 -0.991 0.645 0.49
H 0.777 -2.330 -0.336 0.51
H 2.871 -2.271 0.551 -0.17
H 0.484 -1.005 -2.191 0.41
H -5.380 1.183 -1.874 0.45
H -0.364 2.096 -2.099 0.07
H 1.723 0.122 -1.670 0.59
H -3.134 1.337 0.023 0.38
H 4.291 1.496 2.916 0.43
H 1.785 0.240 1.946 0.60
```

Results
Total charge: +4
LUMO energy: -18.8 eV
Frontier orbital gap: 2.8 eV
HOMO level: -21.609 eV
E: -1719.70010 hartree

***

Density functional theory data (wB97M-V/def2-TZVPD) for 14 unconnected molecules or ions with the total composition H28O14.

Structure (XYZ):
```
42
Properties=species:S:1:pos:R:3:mulliken_charge:R:1
O 3.599 1.944 0.810 -0.63
O 1.889 4.551 -1.005 -0.61
O 0.057 0.060 0.589 -0.07
O 3.808 -0.768 0.988 -0.59
O -1.561 2.723 -0.840 -0.59
O -1.068 0.972 3.441 -0.59
O -0.004 -2.979 2.917 -0.61
O -3.184 -2.144 -2.930 -0.66
O 2.232 -0.036 -1.863 -0.51
O -3.943 1.457 0.711 -0.66
O 0.354 -3.040 -0.554 -0.56
O -2.777 -0.881 1.268 -0.53
O -3.325 0.238 -1.484 -0.59
O 3.572 -2.642 -1.531 -0.57
H -0.723 2.668 -0.424 0.27
H -1.530 0.283 3.854 0.29
H 0.206 -2.453 0.169 0.32
H -3.586 -0.186 -2.298 0.37
H 4.504 -1.211 0.509 0.31
H 1.326 5.076 -0.451 0.32
H 0.672 -2.390 -1.267 0.19
H 0.628 0.859 0.710 0.15
H 0.125 -2.134 2.340 0.24
H -3.521 -0.949 1.776 0.23
H 3.916 -2.109 -2.238 0.33
H 0.282 -2.636 3.737 0.31
H 1.678 0.695 -1.510 0.23
H -2.489 -0.142 -1.327 0.18
H -2.263 -2.034 -2.844 0.29
H -0.168 -0.072 -0.272 0.08
H 1.624 -0.676 -2.208 0.27
H 2.319 5.159 -1.705 0.31
H 3.983 1.096 0.445 0.36
H -2.115 2.516 -0.070 0.34
H -3.541 -2.468 -2.110 0.36
H -0.128 0.575 3.538 0.28
H -2.832 -0.187 0.583 0.37
H 3.167 -1.456 1.357 0.28
H 2.566 -2.452 -1.702 0.26
H 3.042 2.322 0.130 0.27
H -3.810 1.409 -0.196 0.37
H -2.981 1.441 0.956 0.23
```

Results
Energy relative to the best compared isomer or geometry (same formula, charge and spin): 4.8144 eV
LUMO energy: -0.9 eV
Frontier orbital gap: 10.1 eV
HOMO level: -10.964 eV
E: -1070.02405 hartree